Record 1
C23H71N13O14 | ωB97M-V/def2-TZVPD

XYZ file:
```
121
Properties=species:S:1:pos:R:3:forces:R:3
C 1.364229 2.169265 2.899244 0.0893 -0.7646 0.6649
O 2.747328 2.361710 2.676001 -0.0445 0.3770 0.0996
C 3.620014 1.367136 3.209421 1.7480 2.3155 -0.9685
C 3.509532 0.069255 2.529151 -0.0541 -1.0228 -0.4870
C 4.472326 -0.938936 3.130778 0.2743 1.5082 1.3273
N 3.734600 0.160468 1.077210 -0.2860 -0.9460 0.4116
H 1.135278 1.965747 3.942045 0.1712 0.0621 0.4843
H 0.975805 1.306767 2.391910 -0.1369 -0.5035 -0.4575
H 0.758868 3.015005 2.621437 0.3089 0.6664 -0.3737
H 4.645869 1.799818 3.054624 -0.6939 -0.2779 -0.1713
H 3.584402 1.273582 4.277680 -0.7615 -0.1529 0.7830
H 2.496293 -0.249091 2.805548 -0.1595 -0.4386 -0.3841
H 4.047166 -1.903491 2.997028 0.0436 -1.0654 0.1118
H 4.483785 -0.638769 4.209700 0.1751 -0.9789 -0.5219
H 5.514378 -0.878007 2.771518 -0.6158 0.0543 -0.1456
H 3.326099 -0.693976 0.669704 0.2912 0.5661 0.0660
H 3.194041 0.924140 0.728669 -0.4465 0.6288 -0.4222
C -2.193502 4.507998 3.730718 -0.0514 -0.4258 1.9040
O -3.115802 3.625813 4.338032 -0.9452 -0.2318 0.0175
C -3.164788 2.355693 3.676049 1.7011 1.1355 -1.0181
C -4.205429 1.457366 4.321964 1.7813 -2.1859 -0.3310
C -3.825908 1.076680 5.776107 -0.5851 1.5316 -0.4719
N -4.322795 0.152418 3.505835 -0.0868 0.1889 1.5073
H -2.129302 5.387889 4.374093 -0.4316 0.1985 -0.3018
H -2.494026 4.746121 2.728181 0.2252 0.1488 -0.6776
H -1.216038 4.060333 3.872913 0.5724 -0.1605 -0.8725
H -3.285637 2.548136 2.561736 -0.5422 -0.4735 1.0860
H -2.097411 1.986744 3.726007 -1.0251 -0.5337 0.1650
H -5.175840 1.892923 4.269016 -0.6733 0.5942 0.0036
H -3.810055 1.973675 6.421028 0.2930 -0.3818 -0.2470
H -2.881776 0.558458 5.781058 0.5033 -0.0324 0.0576
H -4.572118 0.421035 6.183439 -0.4537 -0.4272 0.1907
H -5.103545 -0.279716 4.020770 0.0694 -0.0445 -0.6743
H -3.557182 -0.502522 3.782776 -0.2667 1.0093 -0.4004
C 4.607515 4.866473 1.102570 0.3449 1.2487 -0.5215
O 3.875716 5.005131 -0.137833 0.4873 -0.8884 1.1630
C 3.449409 3.750995 -0.638063 -0.1383 0.0324 0.3271
C 2.648462 4.015593 -1.921290 1.5200 0.7067 1.9004
C 1.325310 4.693167 -1.548901 -0.5531 -0.0658 0.3991
N 2.587753 2.795495 -2.672235 -1.2820 -0.4687 -0.4290
H 3.986035 4.859795 1.987222 -0.6734 -0.2753 0.0545
H 5.165615 5.817577 1.159407 0.1761 -0.5986 0.0634
H 5.281834 3.990707 1.182127 -0.2836 0.3728 -0.5551
H 4.334257 3.129136 -0.878733 -0.2210 0.1171 0.1062
H 2.835388 3.217659 0.104781 0.0976 -0.0249 0.0500
H 3.395541 4.683353 -2.338838 -0.5907 0.5479 -1.1012
H 1.332221 5.792966 -1.621257 0.4411 -0.4296 0.4237
H 0.954531 4.372311 -0.524876 0.6032 0.4731 -1.0396
H 0.534576 4.432295 -2.232276 -0.2783 -0.4524 -0.4944
H 2.128746 2.110086 -2.073319 -0.0374 -0.2531 -0.3308
H 3.524925 2.462230 -2.811930 0.3584 -0.1565 -0.1400
N -0.386252 0.168798 -4.365014 0.9220 0.6036 2.5896
C -0.145939 0.179527 -5.693189 -0.1462 1.4004 -0.2678
N 1.060457 0.754572 -6.005785 -0.0802 -0.9815 -0.8745
O -0.955649 -0.188668 -6.542466 0.1597 -0.3519 0.2514
H 0.221191 0.583655 -3.583694 -0.8637 -0.8183 -1.9763
H -1.319083 -0.009129 -4.039622 -0.2665 -0.3619 -0.2160
H 1.476892 1.324140 -5.335827 0.7185 0.9165 1.4617
H 1.223862 1.102145 -6.923759 -0.2865 -0.2639 -0.6807
N -3.065412 -2.733983 -2.690251 0.3219 -0.5101 1.0577
C -1.849357 -2.837635 -3.230997 0.4327 0.1865 0.1915
N -1.827831 -2.634135 -4.581847 1.1438 -0.7959 0.1171
O -0.818446 -3.081857 -2.575713 -0.0953 -0.2123 0.0305
H -3.115324 -2.647335 -1.668160 -0.5096 0.1227 -1.0738
H -3.745077 -2.331152 -3.307104 -0.4942 0.0947 0.5660
H -2.409056 -1.862284 -4.859432 0.1212 0.1129 -0.4734
H -0.858937 -2.654343 -4.898323 -0.6443 0.3643 -0.2941
N -3.808920 0.692113 -5.839672 0.3802 -0.1485 0.1824
C -3.746137 0.639256 -4.436436 0.2707 2.1559 -2.7628
N -4.153747 1.827601 -3.868620 0.1383 -2.0115 -1.8005
O -3.270869 -0.332342 -3.885031 -0.4694 0.0472 0.9227
H -3.121717 0.060596 -6.281680 -0.4349 0.5412 0.2798
H -3.859565 1.610076 -6.306040 0.0237 -0.9113 0.5468
H -4.067710 1.898356 -2.908840 0.0169 0.6084 1.9446
H -4.325104 2.581709 -4.502583 -0.1298 0.3480 0.4779
N 0.774439 -4.807594 -0.271157 -1.3729 0.1247 -2.3010
C 1.610620 -4.648306 0.770324 -2.0704 -1.0959 1.6603
N 2.639279 -3.851929 0.644005 1.8328 1.8101 -1.6502
O 1.393281 -5.160711 1.872485 -0.3246 -0.5261 0.2535
H -0.174764 -5.190759 -0.157945 1.2461 0.2245 0.4259
H 0.884659 -4.335186 -1.188508 0.2522 -0.3961 1.1185
H 3.275807 -3.784192 1.397911 0.3722 -0.0533 0.5145
H 2.831655 -3.366808 -0.215122 0.1182 -0.0887 -0.1556
N 0.567019 -1.763178 4.751142 0.6325 0.2962 1.9405
C 0.039178 -1.654597 3.537959 -2.0113 -0.5865 -2.7371
N -0.190402 -2.801418 2.773543 1.1248 0.4480 1.5838
O -0.366886 -0.572416 3.122991 0.0957 0.4842 0.1182
H 0.804775 -2.631535 5.199498 -0.1701 -0.0544 -0.1767
H 0.270228 -0.989815 5.339056 0.4773 -0.3588 -0.0089
H 0.431574 -3.576764 3.010033 -0.3498 -0.0854 -0.6310
H -0.262644 -2.574496 1.793207 0.1092 -0.0813 -0.3197
O -4.433997 -2.358655 -0.163789 0.3901 -0.0390 -0.2658
C -3.643657 -3.089259 0.756026 0.2774 -1.1673 -1.0577
C -4.458760 -4.195366 1.424481 -1.5172 -0.0631 -1.2534
O -5.814939 -3.668472 1.599750 0.7728 -1.2011 -0.2011
H -5.299441 -2.278138 0.242523 -0.3676 -0.0620 -0.0720
H -2.831141 -3.585132 0.169133 -0.2599 0.5657 0.5715
H -3.241049 -2.396300 1.466221 0.5221 0.2601 0.6856
H -4.019541 -4.548388 2.333700 0.2463 0.1058 0.8335
H -4.594895 -5.116079 0.803054 0.1213 1.0085 0.1548
H -5.752460 -2.949709 2.211657 -0.0419 0.6632 0.8398
O 2.660571 -3.512227 -2.571782 -0.3584 -1.1927 0.3704
C 2.255040 -2.485716 -3.422815 0.3702 0.7790 -0.9694
C 3.230921 -1.358066 -3.311965 -0.1955 -0.8444 -0.5356
O 4.467091 -1.782252 -3.874692 1.1517 1.2062 0.9722
H 3.142251 -4.166629 -3.095687 -0.0833 0.2008 0.3128
H 2.186551 -2.784944 -4.475559 0.1436 -0.2655 0.0847
H 1.280800 -2.065437 -3.208770 -0.4862 -0.4109 0.6040
H 3.302126 -1.143055 -2.248166 0.2860 0.4976 0.1363
H 2.756988 -0.587940 -3.896577 0.2310 1.0872 -0.0837
H 5.188463 -1.228067 -3.468216 -1.0817 -0.9381 -0.7677
O 0.936924 0.473217 -1.508569 0.1284 1.9209 -0.2368
C -0.019764 0.703416 -0.482572 -1.5114 -0.4393 -0.8825
C -0.936542 -0.513970 -0.434717 0.0737 -0.6741 -0.2933
O -0.085714 -1.662963 -0.234192 -0.4327 -0.0068 -0.6161
H 1.316803 -0.390922 -1.485825 0.0622 -1.1107 0.6704
H 0.336189 0.970562 0.504275 0.8018 -0.4945 0.1679
H -0.589477 1.588963 -0.776729 -0.0241 -0.0323 -0.3036
H -1.535796 -0.721831 -1.346840 0.6008 0.6769 0.0207
H -1.699857 -0.452343 0.325284 0.0582 0.1300 0.7811
H -0.190471 -2.168912 -1.075927 -0.0269 -0.1796 0.6690
```
Forces are in eV/Å.

Calculated values
Relative energy (zero: lowest compared OMol25 entry of this formula, charge and spin) = 2.6 kJ/mol
SMILES = COC[C@H](C)N.COC[C@H](C)N.COC[C@H](C)N.NC(N)=O.NC(N)=O.NC(N)=O.NC(N)=O.NC(N)=O.OCCO.OCCO.OCCO
E = -2684.195432 hartree
HOMO energy = -9.197 eV
Charge = 0
Max |F| = 0.068 hartree/bohr
Frontier orbital gap = 9.429 eV

Here are the Löwdin charges for atoms 1 to 99, given in e: -0.105, -0.192, -0.215, -0.472, -0.049, 0.082, 0.089, 0.031, 0.077, 0.147, 0.116, 0.122, 0.048, 0.089, 0.090, 0.071, 0.033, -0.105, -0.213, -0.209, -0.375, -0.059, 0.017, 0.091, 0.083, 0.071, 0.134, 0.127, 0.123, 0.085, 0.066, 0.061, 0.054, 0.066, -0.089, -0.182, -0.247, -0.443, -0.045, 0.049, 0.069, 0.088, 0.091, 0.127, 0.109, 0.136, 0.080, 0.092, 0.055, 0.038, 0.065, 0.179, -0.660, 0.164, 0.001, 0.124, 0.051, 0.056, 0.098, 0.190, -0.655, 0.165, -0.028, 0.077, 0.093, 0.052, 0.104, 0.142, -0.601, 0.182, -0.010, 0.082, 0.105, 0.079, 0.098, 0.175, -0.738, 0.191, -0.030, 0.123, 0.080, 0.096, 0.082, 0.166, -0.686, 0.176, -0.010, 0.107, 0.115, 0.070, 0.059, -0.089, -0.239, -0.177, -0.076, 0.075, 0.125, 0.099, 0.106


Record 2
H4N4O2 | ωB97M-V/def2-TZVPD

XYZ file:
```
10
Properties=species:S:1:pos:R:3:forces:R:3
N 1.900216 0.163746 -0.131210 2.2306 -2.3131 -0.2833
N 0.651315 0.545168 0.328062 -0.2745 -2.2632 0.8496
N -0.368544 -0.431349 0.085675 5.1023 0.8234 0.2596
N -1.475720 0.051022 0.238951 -0.7659 3.6050 0.7589
O -1.710321 1.209793 0.670383 -0.8112 -1.8398 -0.7746
O -2.342272 -0.774997 -0.351913 0.7440 -2.5177 -0.6724
H 2.597796 -0.208782 0.650729 -2.5294 0.9735 -1.9663
H 1.881374 -0.578601 -0.930519 -0.1801 1.8796 1.9252
H 0.324152 1.453046 0.047811 -0.0552 0.3972 -0.3734
H -1.457998 -1.429048 -0.607966 -3.4606 1.2551 0.2768
```
Forces are in eV/Å.

Calculated values
Relative energy (zero: lowest compared OMol25 entry of this formula, charge and spin) = 180.9 kJ/mol
SMILES = NN/N=[N+](\[O-])O
E = -371.667649 hartree
HOMO energy = -9.122 eV
Charge = 0
Max |F| = 0.101 hartree/bohr
Frontier orbital gap = 9.773 eV

Quick look at the Löwdin charges, all values in e: -0.065, -0.126, 0.030, -0.441, 0.012, 0.039, 0.123, 0.107, 0.106, 0.216


Among the records above, which one has the lowest max |F|?
C23H71N13O14